16
Properties=species:S:1:pos:R:3:forces:R:3:mulliken_charge:R:1 method="wB97M-V/def2-TZVPD" largest_force_ev_per_a=4.57 homo_lumo_gap_ev=7.603 relative_energy_kcal_mol=65.81 energy_ev=-26988.43623 total_charge=0 lumo_ev=-1.30
C -1.713 1.819 0.885 -0.3 1.8 -2.6 -0.8543
C -0.681 0.890 1.648 -1.9 2.2 1.6 -0.6270
S 0.887 0.694 0.930 -0.8 -0.8 -3.3 -0.1123
S -0.362 -0.031 -1.159 2.2 1.9 1.2 -0.1754
C -1.390 -1.037 -0.232 -1.1 -3.7 2.4 -0.8456
H -2.786 1.534 0.810 0.8 -0.4 0.8 0.3019
H -1.526 2.022 -0.298 0.2 -0.9 2.9 0.2866
H -1.718 2.887 1.260 0.2 -1.3 0.1 0.2993
H -0.537 1.445 2.599 0.5 -0.1 -0.3 0.3281
H -1.056 -0.030 2.075 -0.5 -0.4 -0.6 0.4342
H -0.629 -1.686 0.306 -1.4 0.1 -0.5 0.2814
H -2.223 -0.893 0.536 1.3 1.6 -0.8 0.2998
H -2.032 -1.679 -0.842 0.8 -0.2 -0.8 0.3862
O 2.739 -2.513 -1.654 0.8 -1.3 0.2 -0.6301
H 2.249 -2.152 -0.929 -0.5 0.6 0.2 0.3177
H 2.652 -1.976 -2.427 -0.4 0.7 -0.4 0.3094